{"formula": "C22H20AsF6N4O9S2Sn", "method": "the ωB97M-V functional and the def2-TZVPD basis", "elements": ["Sn", "O", "C", "C", "C", "C", "C", "C", "C", "O", "N", "N", "C", "C", "C", "C", "C", "C", "N", "H", "H", "H", "H", "H", "H", "H", "H", "H", "H", "O", "S", "O", "O", "O", "O", "C", "O", "C", "C", "C", "C", "S", "C", "C", "H", "H", "H", "H", "H", "F", "As", "F", "F", "F", "F", "F", "C", "C", "N", "O", "H", "H", "H", "H", "H"], "xyz": [[5.24049, -19.86940, 5.82489], [3.45354, -17.35204, 1.12515], [4.27426, -18.30389, 0.62131], [4.43379, -18.37998, -0.79807], [5.24724, -19.38807, -1.30941], [5.89728, -20.33831, -0.46794], [5.70102, -20.23895, 0.87020], [4.86210, -19.24938, 1.44143], [4.70958, -19.28288, 2.89994], [5.33984, -20.21977, 3.57626], [3.93736, -18.36864, 3.44818], [3.82660, -18.57170, 4.85015], [2.92820, -17.86068, 5.59973], [2.86396, -18.06930, 7.02920], [2.11106, -17.31933, 7.96153], [2.04807, -17.70661, 9.27460], [2.80737, -18.77609, 9.70946], [3.59322, -19.44845, 8.77060], [3.60615, -19.15019, 7.46646], [3.34498, -17.46211, 2.15298], [3.95652, -17.61052, -1.39649], [5.36001, -19.55834, -2.38329], [6.57736, -21.07514, -0.88087], [6.16372, -20.94421, 1.51366], [2.31828, -17.12559, 5.15611], [1.62427, -16.38422, 7.61608], [1.38575, -17.28573, 9.93759], [2.80322, -19.04522, 10.72886], [4.15057, -20.36565, 9.05132], [3.52258, -13.06965, 8.60328], [4.59781, -11.77634, 9.17664], [3.61342, -10.83446, 9.74609], [5.43400, -12.42288, 10.19133], [5.20663, -11.40558, 7.94517], [3.22435, -18.22066, 12.96206], [2.30585, -17.28950, 13.21930], [1.54735, -17.41828, 14.17392], [2.20265, -16.17620, 12.27215], [0.98253, -15.60211, 11.90195], [0.84401, -14.67810, 10.86519], [1.99193, -14.21984, 10.24103], [1.90534, -12.96260, 8.98334], [3.21262, -14.77741, 10.62632], [3.32413, -15.72370, 11.63280], [3.58076, -18.12697, 12.07618], [0.08549, -15.93708, 12.43025], [-0.09529, -14.27787, 10.53672], [4.15130, -14.33525, 10.24262], [4.32171, -16.10439, 11.80053], [4.57939, -27.18024, 9.43523], [4.17628, -28.02273, 7.96983], [2.81195, -28.70869, 8.76140], [3.23872, -26.60865, 7.52036], [3.63567, -28.82866, 6.49996], [5.50156, -27.23740, 7.14237], [5.28195, -29.31540, 8.46490], [5.72503, -23.32109, 5.01776], [4.79529, -23.18116, 6.19021], [4.54872, -24.25827, 6.95849], [4.31533, -22.06062, 6.46266], [5.81875, -24.37887, 4.64320], [6.72355, -22.99583, 5.29197], [5.31591, -22.79780, 4.18146], [4.86921, -25.15078, 6.64170], [3.82142, -24.19918, 7.62835]], "orbital_gap_ev": [6.22, 7.29], "e_homo_ev": [-2.5, -4.3], "total_charge": -2, "lumo_ev": [3.68, 2.97], "multiplicity": 2}


{"formula": "C9H11N2P", "method": "the ωB97M-V functional and the def2-TZVPD basis", "elements": ["C", "C", "C", "C", "C", "C", "C", "C", "C", "N", "N", "P", "H", "H", "H", "H", "H", "H", "H", "H", "H", "H", "H"], "xyz": [[-2.73637, 1.57991, 0.10110], [-3.22665, 0.31773, -0.32271], [-1.36650, 1.84048, 0.12122], [-2.31479, -0.68999, -0.47683], [-0.47934, 0.72908, -0.06257], [-0.93661, -0.50253, -0.33931], [1.89607, -0.64983, -0.84212], [3.15331, 1.44029, -0.34649], [0.22908, -2.66211, 1.18909], [0.91787, 1.22035, 0.04025], [1.90314, 0.56672, -0.48404], [0.08668, -1.97512, -0.59239], [-3.40553, 2.38335, 0.33088], [-4.23598, 0.34263, -0.57333], [-0.88665, 2.69151, 0.49368], [-2.54244, -1.66461, -0.89297], [2.79417, -1.18704, -0.82246], [3.66386, 1.33785, 0.58079], [2.75820, 2.36977, -0.62345], [3.86099, 1.02235, -1.08498], [-0.76216, -2.79144, 1.79100], [0.92860, -2.04777, 1.80153], [0.70109, -3.67160, 1.01413]], "orbital_gap_ev": [7.80, 7.80], "e_homo_ev": [-7.3, -7.3], "total_charge": 0, "lumo_ev": [0.55, 0.55], "smiles": "CN1C=P(C)=c2ccccc2=N1"}


{"formula": "C32H27BCl3N7O3SSr", "method": "the ωB97M-V functional and the def2-TZVPD basis", "elements": ["Sr", "B", "N", "C", "C", "C", "N", "N", "C", "C", "C", "N", "H", "H", "H", "H", "H", "H", "H", "H", "O", "C", "O", "C", "C", "C", "C", "C", "C", "C", "C", "C", "N", "H", "H", "H", "H", "H", "H", "Cl", "C", "C", "C", "C", "C", "C", "N", "C", "C", "N", "C", "O", "C", "C", "C", "Cl", "S", "C", "C", "C", "Cl", "C", "H", "H", "H", "H", "H", "H", "H", "H", "H", "H", "H", "H", "H"], "xyz": [[1.31941, -1.94528, 1.83880], [3.86517, -1.85500, 4.80187], [2.34729, -2.09317, 5.06484], [1.86936, -2.43955, 6.26634], [0.49097, -2.31434, 6.25628], [0.20602, -1.88242, 4.96498], [1.32921, -1.74631, 4.25699], [4.37088, -2.19392, 3.34522], [5.67068, -2.16162, 3.03861], [5.82701, -2.47031, 1.69816], [4.52592, -2.67899, 1.25408], [3.65427, -2.51781, 2.25608], [4.12539, -0.69389, 5.00189], [4.44907, -2.58263, 5.55912], [2.54318, -2.74445, 7.04741], [-0.19524, -2.51908, 7.05731], [-0.75076, -1.67625, 4.51079], [6.39861, -1.92141, 3.79359], [6.74250, -2.53570, 1.13956], [4.17529, -2.95895, 0.27229], [-2.51307, -3.64578, 1.16777], [-1.52929, -2.95986, 1.39715], [-0.31631, -3.32888, 1.44356], [-1.79805, -1.44713, 1.62045], [-3.15024, -1.02904, 1.62068], [-3.43594, 0.29528, 1.75816], [-2.38003, 1.22495, 1.91080], [-2.58962, 2.61648, 2.05101], [-1.52946, 3.46165, 2.20902], [-0.21367, 2.95323, 2.23556], [0.01782, 1.61552, 2.08915], [-1.06244, 0.72020, 1.92054], [-0.79468, -0.60740, 1.75878], [-3.90719, -1.78859, 1.49512], [-4.45848, 0.65233, 1.74975], [-3.60372, 2.99516, 2.02835], [-1.69230, 4.52520, 2.31547], [0.61728, 3.63241, 2.36896], [1.02925, 1.22577, 2.10943], [-0.09040, 4.88076, -6.25921], [-0.45995, 3.33869, -5.56422], [0.50759, 2.65534, -4.85238], [0.18710, 1.43173, -4.28935], [-1.07373, 0.86040, -4.42614], [-1.45493, -0.46937, -3.80870], [-0.37509, -1.56492, -3.80732], [0.64394, -1.46460, -2.78036], [1.95443, -1.06391, -2.90697], [2.47662, -1.08471, -1.64919], [1.51951, -1.50255, -0.75558], [0.44784, -1.74117, -1.47527], [-2.05790, -0.39029, -2.52099], [-1.57683, 0.57510, -1.59100], [-2.19581, 1.92694, -1.78774], [-1.55142, 3.12168, -1.68101], [0.10246, 3.37600, -1.29033], [-2.58035, 4.47056, -1.94160], [-3.92074, 3.42880, -2.18666], [-3.57799, 2.12066, -2.07313], [-2.01657, 1.58056, -5.16463], [-3.61906, 0.95796, -5.41147], [-1.72883, 2.81057, -5.72922], [1.48972, 3.08442, -4.72089], [0.94187, 0.92568, -3.70369], [-2.23964, -0.88019, -4.44995], [0.10875, -1.60998, -4.78293], [-0.88587, -2.51505, -3.64286], [2.38514, -0.81695, -3.86084], [3.47322, -0.82871, -1.33334], [-0.49448, -2.11140, -1.10279], [-0.48570, 0.65430, -1.59406], [-1.87241, 0.17508, -0.61615], [-4.88764, 3.84190, -2.41550], [-4.26508, 1.30097, -2.21085], [-2.48190, 3.34528, -6.28761]], "orbital_gap_ev": 8.00, "e_homo_ev": -8.4, "total_charge": 0, "lumo_ev": -0.39}


{"formula": "C5H12NS", "method": "the ωB97M-V functional and the def2-TZVPD basis", "elements": ["C", "C", "C", "C", "C", "N", "S", "H", "H", "H", "H", "H", "H", "H", "H", "H", "H", "H", "H"], "xyz": [[1.26235, -1.41962, 0.18772], [0.13250, -0.88188, -0.65398], [2.22101, -0.20349, 0.25822], [-1.11721, 1.07081, -1.26812], [-1.76265, 0.49681, 1.62126], [-0.23022, 0.41375, -0.33434], [1.10617, 1.28321, 0.46770], [0.81300, -1.85104, 1.09278], [1.88172, -2.13837, -0.30395], [0.56844, -0.78907, -1.69893], [-0.80485, -1.43429, -0.85020], [2.91290, -0.24820, 1.09140], [2.94684, 0.00713, -0.57826], [-2.03941, 0.50467, -1.22073], [-1.50014, 2.00957, -0.80149], [-0.77252, 1.09506, -2.27410], [-1.55533, 1.65189, 1.39187], [-2.79552, 0.28564, 1.32840], [-1.26709, 0.14742, 2.54474]], "orbital_gap_ev": [6.91, 8.85], "e_homo_ev": [-13.1, -13.5], "total_charge": 1, "lumo_ev": [-6.24, -4.70]}


{"formula": "C15H16ClNRh", "method": "the ωB97M-V functional and the def2-TZVPD basis", "elements": ["C", "C", "C", "C", "C", "Rh", "C", "C", "C", "N", "H", "H", "H", "H", "H", "H", "H", "H", "H", "H", "Cl", "C", "C", "C", "C", "C", "C", "C", "H", "H", "H", "H", "H", "H"], "xyz": [[0.42490, -1.85721, -3.25214], [1.78058, -1.49606, -2.96317], [1.79107, -0.13976, -2.50149], [0.43794, 0.34358, -2.51781], [-0.40153, -0.71965, -2.98410], [0.65278, -1.31642, -1.14602], [2.53586, -1.69568, 0.35481], [1.77415, -2.75522, -0.01909], [1.51447, -4.06474, -0.07531], [-0.73733, -1.93659, -0.31210], [2.66281, 0.41872, -2.16855], [2.64922, -2.14371, -3.05060], [0.11304, 1.32899, -2.19706], [-1.48251, -0.67021, -3.07656], [0.09130, -2.83547, -3.58847], [3.46158, -1.45529, -0.18624], [-1.66788, -2.08370, 0.11157], [2.41393, -1.22234, 1.33548], [2.22960, -4.79217, 0.31526], [0.59458, -4.41872, -0.54043], [-0.65225, 0.26325, 3.74960], [-1.29252, 1.61619, 2.94042], [-2.15112, 2.47826, 3.60586], [-2.71447, 3.57704, 2.93123], [-2.47185, 3.74951, 1.56022], [-1.63104, 2.89125, 0.87473], [-0.91483, 1.84319, 1.55832], [0.08930, 1.13482, 0.92350], [-2.37241, 2.30540, 4.65834], [-3.33783, 4.28513, 3.47766], [-2.94591, 4.58156, 1.03578], [-1.46288, 3.01424, -0.19847], [0.38958, 1.43270, -0.07795], [0.62968, 0.33910, 1.42276]], "orbital_gap_ev": [3.82, 5.23], "e_homo_ev": [-0.7, -3.1], "total_charge": -1, "lumo_ev": [3.07, 2.18], "multiplicity": 5}


{"formula": "C3H8O2SSi", "method": "the ωB97M-V functional and the def2-TZVPD basis", "elements": ["C", "C", "C", "O", "O", "Si", "S", "H", "H", "H", "H", "H", "H", "H", "H"], "xyz": [[-0.88008, 0.03569, 1.59942], [0.29891, -0.20940, -0.79259], [1.16337, -1.32662, -1.26703], [-2.37422, 0.09734, -0.57091], [0.89471, 0.80639, -0.17524], [0.12935, 1.55902, 1.08095], [-1.30873, -0.73929, -0.02885], [-0.30892, -0.70168, 2.16057], [-1.81752, 0.22277, 2.11280], [-0.46909, 0.55422, -2.57182], [2.00866, -0.95038, -1.83928], [0.58127, -2.00868, -1.87912], [1.55534, -1.87541, -0.40323], [-0.73440, 2.64705, 0.64770], [1.26136, 1.88896, 1.92663]], "orbital_gap_ev": [9.01, 8.45], "e_homo_ev": [-9.1, -8.5], "total_charge": 0, "lumo_ev": [-0.05, -0.03]}


{"formula": "C8H33LiN12O11", "method": "the ωB97M-V functional and the def2-TZVPD basis", "elements": ["Li", "C", "C", "O", "O", "H", "H", "H", "C", "O", "N", "N", "H", "H", "H", "H", "C", "O", "N", "N", "H", "H", "H", "H", "C", "O", "N", "N", "H", "H", "H", "H", "C", "O", "N", "N", "H", "H", "H", "H", "C", "O", "N", "N", "H", "H", "H", "H", "C", "O", "N", "N", "H", "H", "H", "H", "O", "H", "H", "O", "H", "H", "O", "H", "H"], "xyz": [[0.28603, -2.54545, 3.10917], [-0.61055, -0.04821, 0.07149], [0.25537, -0.80624, 1.04677], [1.10090, -0.16385, 1.72848], [0.04319, -2.03581, 1.23109], [-1.00601, 0.79982, 0.64335], [-1.34235, -0.66796, -0.43637], [-0.06166, 0.50221, -0.70092], [1.68264, -6.31473, 0.31770], [2.07004, -7.46122, 0.38526], [0.81722, -5.76763, 1.23619], [1.97913, -5.41686, -0.67700], [0.59586, -4.78909, 1.19209], [0.59427, -6.23558, 2.09404], [1.42149, -4.58524, -0.69376], [2.67390, -5.66438, -1.35455], [0.01852, 2.57727, 3.87034], [-0.53593, 3.48725, 4.45888], [-0.64465, 1.47631, 3.41789], [1.37273, 2.55681, 3.65390], [-1.56023, 1.35644, 3.80851], [-0.15971, 0.79414, 2.85599], [1.90785, 3.39379, 3.77539], [1.74815, 1.74766, 3.18693], [1.25755, 4.75342, 0.78015], [0.84642, 5.88153, 0.61318], [0.57868, 3.62996, 0.42209], [2.52128, 4.49486, 1.28119], [0.98623, 2.72676, 0.59283], [-0.08486, 3.69014, -0.32950], [2.65748, 3.56310, 1.62963], [3.08370, 5.23193, 1.66195], [-4.72696, 0.86168, -1.13416], [-4.84975, 0.76131, 0.07389], [-5.77342, 0.84954, -1.99993], [-3.47467, 0.96499, -1.71645], [-5.62597, 1.07524, -2.96507], [-6.69419, 0.72962, -1.62373], [-2.72249, 0.66555, -1.12384], [-3.47074, 0.66485, -2.67792], [-0.96797, 4.19695, -2.95911], [-0.97554, 5.35832, -2.61216], [-2.09064, 3.54362, -3.39642], [0.14888, 3.40316, -2.90867], [-2.07796, 2.69956, -3.93755], [-2.92223, 4.09711, -3.50274], [-0.00783, 2.41461, -2.85803], [1.03895, 3.84148, -2.76754], [4.24103, -1.41577, -0.12316], [4.77595, -1.89824, -1.09697], [3.37529, -0.35120, -0.11592], [4.33722, -1.99154, 1.12740], [3.21628, 0.14074, -0.97517], [2.70862, -0.35326, 0.64296], [4.59163, -2.96637, 1.13534], [3.67191, -1.77584, 1.85105], [-1.49510, -2.65670, -2.44236], [-2.36955, -2.71048, -2.84055], [-1.20860, -3.57562, -2.36641], [1.33028, -2.44878, -2.02652], [0.36857, -2.44539, -2.11684], [1.48431, -2.19701, -1.10896], [-2.63450, -3.55668, 1.36204], [-2.40117, -3.09415, 0.55011], [-3.29232, -2.99246, 1.78099]], "orbital_gap_ev": 7.59, "e_homo_ev": -9.5, "total_charge": 0, "lumo_ev": -1.93}


{"formula": "C5H7NO2", "method": "the ωB97M-V functional and the def2-TZVPD basis", "elements": ["C", "C", "C", "C", "C", "N", "O", "O", "H", "H", "H", "H", "H", "H", "H"], "xyz": [[0.49857, 0.22800, -0.19943], [-0.41099, 0.89242, 0.47571], [1.65973, 0.13867, -1.05213], [0.96340, -1.10144, -0.62567], [-1.77764, -0.01289, 1.06145], [-2.86195, 0.49782, 0.21907], [-2.92067, 0.10550, -0.91962], [-3.62777, 1.26848, 0.73134], [-0.56239, 2.04590, 0.50485], [1.14045, 0.39599, -2.03255], [2.67410, 0.51541, -0.88334], [1.40863, -1.79337, 0.02158], [0.42503, -1.56820, -1.33710], [-1.89702, 0.24602, 2.13837], [-1.49545, -0.95104, 0.82094]], "orbital_gap_ev": 10.58, "e_homo_ev": -10.1, "total_charge": 0, "lumo_ev": 0.49, "smiles": "O=[N+]([O-])CC=C1CC1"}